[1]
Molecular formula: C3H8N2OS
Method: DFT, the ωB97M-V functional and the def2-TZVPD basis

Frontier orbital gap (alpha / beta) = 8.32 / 8.03 eV
HOMO level (alpha / beta) = -8.39 / -7.84 eV

```
15
Properties=species:S:1:pos:R:3:nbo_charge:R:1
C -1.566 0.341 -0.286 -0.5326
C -2.381 0.589 0.919 -0.2909
C -0.432 -0.649 -0.182 -0.5570
N 2.161 -0.469 0.775 -0.5178
N 3.152 -0.467 -0.101 -0.5375
O 1.120 1.183 -0.807 -1.0259
S 0.865 0.449 0.512 1.3823
H -2.277 0.025 -1.041 0.2422
H -1.158 1.232 -0.714 0.2571
H -3.176 1.330 0.693 0.1700
H -2.758 -0.174 1.635 0.1760
H -0.673 -1.332 0.518 0.2037
H 0.040 -1.226 -0.979 0.2408
H 4.066 -0.890 0.035 0.3952
H 3.017 0.058 -0.978 0.3944
```

---

[2]
Molecular formula: C22H39BaCl3N3O3Si
Method: DFT, the ωB97M-V functional and the def2-TZVPD basis

Frontier orbital gap (alpha / beta) = 1.65 / 1.65 eV
HOMO level (alpha / beta) = 0.20 / 0.19 eV
Total charge = -1

```
72
Properties=species:S:1:pos:R:3:lowdin_charge:R:1
C 1.855 -1.470 -3.923 -0.0836
C 1.412 -0.071 -3.598 -0.2493
H 2.488 -1.538 -4.822 0.0722
H 0.964 -2.107 -4.063 0.0835
H 2.407 -1.887 -3.071 0.0650
C 1.142 0.850 -4.573 -0.1225
C 1.320 0.629 -6.042 -0.1315
H 0.739 1.818 -4.307 0.0937
H 1.078 -0.405 -6.331 0.0682
H 2.354 0.836 -6.370 0.0725
H 0.675 1.307 -6.627 0.0672
Ba -2.061 -1.279 3.054 1.0740
Cl 3.005 -0.980 1.294 0.2767
Cl -3.707 -3.700 2.945 -0.5474
C 0.501 1.560 2.522 -0.2953
O -0.418 0.737 2.760 -0.2973
N 0.283 2.871 2.354 -0.1691
C -1.049 3.436 2.523 -0.0689
C 1.377 3.830 2.310 -0.0905
H 1.552 1.252 2.435 0.0966
H -1.812 2.667 2.369 0.0721
H -1.173 4.245 1.792 0.0682
H -1.149 3.873 3.530 0.0741
H 2.333 3.303 2.236 0.0815
H 1.375 4.461 3.209 0.0741
H 1.262 4.488 1.441 0.0624
H -2.038 -1.412 -1.541 0.0583
H -2.534 1.438 -2.850 0.0805
C -3.098 -1.136 -1.450 -0.0525
C -3.473 1.165 -2.345 -0.0697
N -3.227 0.295 -1.194 -0.1777
H -3.551 -1.701 -0.630 0.0906
C -3.242 0.745 0.070 -0.3167
O -3.151 0.006 1.074 -0.2811
H -3.978 2.085 -2.020 0.0852
H -3.339 1.842 0.168 0.1377
H -3.605 -1.348 -2.394 0.0816
H -4.105 0.627 -3.062 0.0820
O 0.743 -0.781 -1.424 -0.0720
C 1.002 0.166 -2.180 -0.3623
C -0.261 2.165 -1.212 -0.0348
C 0.909 1.612 -1.758 -0.1735
H -1.125 1.518 -1.037 0.0833
C -0.345 3.535 -0.967 -0.1137
H 3.454 -0.705 0.117 -0.2459
C 2.014 2.447 -1.957 -0.0626
H -1.285 3.986 -0.634 0.0880
C 0.779 4.355 -1.133 -0.1364
C 1.968 3.802 -1.627 -0.1012
H 2.916 2.026 -2.414 0.1092
H 0.732 5.422 -0.897 0.0917
H 2.854 4.430 -1.759 0.0967
Si 0.360 -4.048 0.751 0.3006
Cl -0.633 -2.026 0.801 0.1814
C -1.116 -5.196 0.723 -0.2323
C 1.125 -4.097 2.468 -0.2284
C 1.553 -4.412 -0.629 -0.2001
H -1.954 -4.790 1.319 -0.0558
H -0.854 -6.180 1.144 0.0363
H -1.455 -5.372 -0.308 0.0290
H 1.039 -4.528 -1.597 0.0352
H 2.060 -5.369 -0.414 0.0400
H 2.332 -3.641 -0.707 0.0189
H 0.557 -3.535 3.226 -0.0112
H 2.149 -3.703 2.465 0.0081
H 1.173 -5.147 2.793 0.0349
C 0.396 -0.241 7.038 -0.1471
C 0.171 -1.120 5.910 -0.2896
N -0.030 -1.857 5.029 0.0454
H -0.415 0.495 7.111 0.0635
H 1.353 0.281 6.924 0.0629
H 0.424 -0.828 7.963 0.0771
```

---

[3]
Molecular formula: C12H18N2O3ScTe
Method: DFT, the ωB97M-V functional and the def2-TZVPD basis

Frontier orbital gap = 8.31 eV
HOMO level = -12.20 eV
Total charge = +1

```
37
Properties=species:S:1:pos:R:3:nbo_charge:R:1
Sc -1.114 1.427 -0.588 1.8825
N -2.407 3.123 -1.466 -0.7359
N -3.023 3.646 -0.288 -0.5161
C -3.273 2.745 0.782 0.8688
O -4.059 3.048 1.628 -0.5566
O -2.527 1.653 0.724 -0.8635
H -1.955 3.900 -1.943 0.4032
H -3.105 2.754 -2.115 0.3941
H -3.792 4.282 -0.453 0.4043
C -0.688 0.022 -4.022 -0.6223
C -0.533 -0.803 -2.755 0.1016
C 0.920 -1.127 -2.452 -0.6250
O -1.098 -0.092 -1.657 -0.9047
H -0.302 -0.520 -4.885 0.2355
H -0.128 0.959 -3.930 0.1882
H -1.738 0.250 -4.205 0.2177
H -1.094 -1.734 -2.865 0.1904
H 1.499 -0.199 -2.400 0.1862
H 1.352 -1.750 -3.235 0.2347
H 1.002 -1.658 -1.502 0.2219
C 0.139 0.432 2.678 -0.5866
Te 1.099 1.845 1.369 0.4589
C 2.454 0.265 0.862 -0.6210
C 2.026 -0.921 1.692 0.0187
C 2.753 -2.108 1.605 -0.2212
C 2.386 -3.207 2.360 -0.1861
C 1.293 -3.128 3.215 -0.1878
C 0.572 -1.952 3.310 -0.1783
C 0.933 -0.843 2.546 -0.1044
H -0.903 0.330 2.383 0.2507
H 0.169 0.851 3.682 0.2549
H 3.460 0.606 1.096 0.2499
H 2.387 0.065 -0.204 0.2388
H 3.611 -2.165 0.946 0.2219
H 2.954 -4.124 2.290 0.2306
H 1.006 -3.983 3.812 0.2313
H -0.275 -1.887 3.982 0.2247
```

---

[4]
Molecular formula: C46H55AsBiN5OPS3
Method: DFT, the ωB97M-V functional and the def2-TZVPD basis

Frontier orbital gap = 7.67 eV
HOMO level = -15.28 eV
Total charge = +3

```
113
Properties=species:S:1:pos:R:3:lowdin_charge:R:1
Bi -0.724 -1.319 -1.088 1.5516
N -1.923 -0.039 0.508 -0.4584
S -1.152 0.439 1.706 0.7044
N 0.182 1.309 1.842 -0.3903
S 0.671 2.514 0.938 1.0159
N 1.019 2.345 -0.618 -0.3987
S 1.591 1.205 -1.565 0.7659
N 1.187 -0.248 -1.475 -0.5403
C 3.399 1.389 -1.595 -0.3075
C 4.163 0.306 -1.998 -0.0747
C 5.460 0.526 -2.390 -0.0496
C 5.987 1.805 -2.305 -0.0510
C 5.250 2.833 -1.768 -0.0543
C 3.914 2.662 -1.422 -0.0693
C 1.198 1.907 -3.208 -0.2922
C 0.864 3.260 -3.329 -0.0592
C 0.472 3.696 -4.588 -0.0349
C 0.206 2.765 -5.601 -0.0441
C 0.559 1.437 -5.454 -0.0647
C 1.107 1.020 -4.245 -0.0954
C 2.138 2.905 1.911 -0.3028
C 2.439 4.218 2.223 -0.0556
C 3.482 4.423 3.148 -0.0357
C 4.172 3.367 3.701 -0.0170
C 3.847 2.025 3.335 -0.0312
C 2.796 1.814 2.486 -0.0837
C -0.554 3.874 0.835 -0.2896
C -1.332 4.000 -0.312 -0.0923
C -1.868 5.219 -0.612 -0.0295
C -1.556 6.307 0.242 -0.0340
C -1.063 6.111 1.500 -0.0351
C -0.561 4.844 1.827 -0.0626
C -0.825 -0.871 2.873 -0.3172
C 0.407 -1.567 2.821 -0.0982
C 0.572 -2.688 3.601 -0.0880
C -0.412 -3.147 4.513 -0.0201
C -1.677 -2.566 4.408 -0.0302
C -1.884 -1.430 3.580 -0.0500
C -2.300 1.472 2.570 -0.3670
C -1.969 1.872 3.881 -0.0667
C -2.895 2.637 4.542 -0.0340
C -4.142 2.874 3.904 -0.0432
C -4.408 2.460 2.632 -0.0517
C -3.418 1.802 1.886 -0.0828
H 3.670 -0.673 -2.044 0.1016
H 6.119 -0.304 -2.673 0.1297
H 7.048 1.981 -2.511 0.1311
H 5.599 3.903 -1.817 0.1423
H 3.268 3.439 -1.025 0.1051
H 0.871 3.871 -2.476 0.0827
H 0.350 4.767 -4.722 0.1214
H -0.274 3.050 -6.548 0.1288
H 0.304 0.772 -6.253 0.1039
H 1.529 -0.010 -4.090 0.1220
H 2.057 5.104 1.711 0.1281
H 3.691 5.440 3.346 0.1111
H 4.936 3.468 4.494 0.1347
H 4.529 1.179 3.636 0.1435
H 2.405 0.827 2.208 0.0939
H -1.316 3.210 -1.072 0.1155
H -2.392 5.358 -1.579 0.1373
H -1.644 7.317 -0.140 0.1271
H -1.146 6.939 2.205 0.1351
H -0.147 4.562 2.787 0.1226
H 1.282 -1.083 2.330 0.1063
H 1.578 -3.175 3.630 0.1247
H -0.107 -3.780 5.342 0.1252
H -2.531 -2.967 4.924 0.1150
H -2.903 -1.004 3.589 0.1340
H -1.104 1.489 4.396 0.1217
H -2.672 3.082 5.497 0.1177
H -4.971 3.448 4.430 0.1461
H -5.324 2.697 2.125 0.1143
H -3.503 1.659 0.839 0.0892
C -5.227 -3.735 -2.058 -0.1710
P -4.348 -2.281 -1.411 0.5377
C -4.962 -0.859 -2.333 -0.1521
C -4.749 -2.062 0.290 -0.1655
O -2.877 -2.589 -1.638 -0.6013
H -6.355 -3.618 -2.009 0.0881
H -4.827 -4.516 -1.379 0.0577
H -4.796 -3.923 -3.103 0.0888
H -4.179 -0.463 -3.008 0.0571
H -5.159 -0.097 -1.585 0.0407
H -5.863 -1.055 -2.930 0.0717
H -5.673 -2.594 0.463 0.0656
H -4.904 -1.010 0.551 0.0531
H -3.948 -2.500 0.881 0.0522
N -1.205 -1.744 -4.921 0.1528
C -1.067 -1.682 -3.748 -0.1048
H -1.413 -1.840 -5.912 0.1215
C 2.203 -3.816 -2.809 -0.1572
C 1.395 -4.794 -1.934 -0.3772
As 0.585 -3.765 -0.441 1.1301
C 2.162 -4.041 0.791 -0.4017
C 3.271 -5.017 0.519 -0.1378
C -0.827 -5.162 0.044 -0.4096
C -0.289 -6.475 0.452 -0.1697
H 1.919 -2.793 -2.561 0.0008
H 2.069 -3.981 -3.878 0.0792
H 3.276 -3.836 -2.551 0.0775
H 1.962 -5.618 -1.480 0.0672
H 0.488 -5.124 -2.394 0.0531
H 1.626 -4.122 1.736 0.0212
H 2.588 -3.026 0.802 0.0593
H 4.072 -4.906 1.251 0.0924
H 3.702 -4.854 -0.490 0.0756
H 2.982 -6.053 0.577 0.0713
H -1.513 -5.121 -0.790 0.0502
H -1.365 -4.708 0.931 0.0777
H 0.161 -7.082 -0.376 0.0944
H -1.073 -7.110 0.897 0.0943
H 0.537 -6.362 1.173 0.0698
```

---

[5]
Molecular formula: C3H4S2
Method: DFT, the ωB97M-V functional and the def2-TZVPD basis

SMILES = S=C[C@H]1CS1
Frontier orbital gap = 8.38 eV
HOMO level = -8.93 eV

```
9
Properties=species:S:1:pos:R:3:nbo_charge:R:1
C 0.978 -0.552 -1.438 -0.2438
C -0.237 0.374 0.583 -0.4874
C -0.263 0.250 -0.867 -0.3345
S 0.811 -1.454 -2.792 0.0622
S 0.344 1.889 -0.252 0.1160
H 1.701 -0.529 -0.698 0.1828
H -1.203 0.412 0.999 0.2321
H 0.396 -0.341 1.002 0.2160
H -1.208 0.272 -1.506 0.2566
```

---

[6]
Molecular formula: C11H15Cl2F3N2O13Pd
Method: DFT, the ωB97M-V functional and the def2-TZVPD basis

⟨S²⟩ = 2.03
Frontier orbital gap (alpha / beta) = 8.33 / 3.14 eV
HOMO level (alpha / beta) = -9.05 / -7.19 eV
2S+1 = 3

```
47
Properties=species:S:1:pos:R:3:mulliken_spin:R:1
Pd 0.724 -0.221 1.114 0.4731
Cl -0.415 -2.312 -2.020 0.5267
Cl 2.286 2.126 4.215 0.9994
C -6.808 1.421 2.299 0.0000
N -5.889 0.489 1.501 0.0000
O -6.208 0.092 0.425 0.0000
O -4.806 0.215 2.021 0.0002
H -6.371 1.606 3.280 0.0000
H -7.774 0.917 2.287 0.0000
H -6.769 2.299 1.655 0.0000
C 7.258 -3.275 -0.092 0.0000
N 6.099 -3.524 0.792 0.0000
O 5.926 -4.722 1.102 0.0000
O 5.270 -2.637 1.039 0.0002
H 7.851 -4.186 -0.168 0.0000
H 7.759 -2.449 0.413 0.0000
H 6.973 -2.874 -1.065 0.0000
C 3.176 2.333 -5.830 0.0000
C 4.111 1.086 -5.818 0.0000
O 4.363 0.946 -4.417 0.0000
C 3.552 1.729 -3.720 -0.0002
O 3.443 1.673 -2.509 0.0004
O 2.651 2.408 -4.443 -0.0001
F 5.192 1.447 -6.445 0.0000
H 2.443 2.217 -6.629 0.0000
H 3.678 3.282 -6.019 0.0000
H 3.681 0.200 -6.287 0.0000
C -1.317 -7.196 5.583 0.0000
C -2.607 -6.747 4.870 0.0000
O -2.407 -5.431 4.585 0.0000
C -1.049 -5.225 4.457 0.0000
O -0.516 -4.278 4.009 0.0002
O -0.378 -6.249 5.144 0.0000
F -3.604 -6.827 5.746 0.0000
H -1.121 -8.252 5.396 0.0000
H -1.385 -7.159 6.670 0.0000
H -2.906 -7.303 3.981 0.0000
C -3.135 6.592 -2.337 0.0000
C -2.007 7.344 -1.688 0.0000
O -1.197 6.253 -1.205 0.0000
C -1.970 5.147 -1.147 0.0000
O -1.695 4.115 -0.533 0.0001
O -3.121 5.381 -1.666 0.0000
F -2.520 7.978 -0.624 0.0000
H -2.904 6.435 -3.390 0.0000
H -4.081 7.111 -2.179 0.0000
H -1.476 8.025 -2.352 0.0000
```

---

[7]
Molecular formula: C20H27BrNO2PSr
Method: DFT, the ωB97M-V functional and the def2-TZVPD basis

Frontier orbital gap (alpha / beta) = 5.99 / 5.82 eV
HOMO level (alpha / beta) = -7.11 / -6.99 eV

```
53
Properties=species:S:1:pos:R:3:lowdin_charge:R:1
C -2.798 0.206 -4.092 -0.0716
C -2.620 -1.011 -3.463 -0.0212
C -1.901 -1.087 -2.252 -0.2545
C -1.518 0.105 -1.813 -0.1105
C -1.569 1.306 -2.341 -0.3086
C -2.285 1.369 -3.543 -0.0301
C -1.696 -2.409 -1.552 -0.1063
C -0.234 -2.922 -1.377 -0.1756
N 0.831 -1.920 -1.178 -0.5142
Sr -0.027 -0.379 0.132 0.9980
C -0.864 2.537 -1.750 -0.2730
P 0.886 2.106 -1.312 0.7227
H -3.002 -1.937 -3.890 0.1177
H -2.392 2.333 -4.040 0.1164
H -3.353 0.252 -5.028 0.1104
H -1.384 2.915 -0.850 0.0898
H -0.765 3.361 -2.475 0.0859
H -2.140 -2.377 -0.536 0.1147
H -2.211 -3.214 -2.093 0.1228
H -0.200 -3.581 -0.509 0.1194
C 1.516 3.270 -0.160 -0.2887
C 1.787 2.020 -2.749 -0.3122
H 0.090 -3.460 -2.265 0.1201
C 1.375 -1.392 -2.427 -0.0856
C 1.917 -2.433 -0.303 -0.0979
H -0.760 1.331 1.010 -0.0171
H 1.859 -2.240 -2.928 0.0964
H 0.564 -1.014 -3.052 0.0889
H 2.123 -0.608 -2.249 0.0766
H 2.457 -3.176 -0.910 0.0989
H 2.610 -1.656 0.020 0.0687
H 1.476 -2.929 0.567 0.0908
H 1.804 3.034 -3.115 0.0446
H 2.809 1.670 -2.550 0.0654
H 1.339 1.353 -3.491 0.0581
H 1.667 4.173 -0.741 0.0358
H 0.842 3.460 0.687 0.0529
H 2.480 2.917 0.249 0.0596
H 1.251 -0.008 1.316 -0.1603
Br -2.235 0.457 2.740 0.7773
C -0.999 -0.416 3.962 -0.5374
C -0.616 0.292 5.112 -0.1286
C 0.189 -0.329 6.070 -0.0889
C 0.590 -1.663 5.893 -0.0751
C 0.194 -2.355 4.740 -0.0183
C -0.607 -1.749 3.740 -0.1442
C -0.946 -2.613 2.490 -0.6513
O -1.269 -3.758 2.776 0.0437
O -0.896 -1.994 1.391 -0.3146
H -0.946 1.313 5.267 0.0943
H 0.493 0.215 6.963 0.1007
H 1.198 -2.157 6.642 0.0976
H 0.498 -3.397 4.617 0.1176
```

---

[8]
Molecular formula: F3H12HfO6
Method: DFT, the ωB97M-V functional and the def2-TZVPD basis

Frontier orbital gap = 2.75 eV
HOMO level = -13.71 eV
Total charge = +1

```
22
Properties=species:S:1:pos:R:3:nbo_charge:R:1
Hf 14.317 17.764 19.085 2.0904
F 12.756 19.142 15.510 -0.3477
F 16.751 18.912 21.966 -0.4189
F 17.110 16.677 16.365 -0.3424
O 16.500 14.146 20.594 -0.9648
H 16.556 13.863 21.507 0.4811
H 17.074 13.544 20.121 0.4855
O 12.672 21.542 20.722 -0.9639
H 12.533 22.399 20.321 0.4861
H 12.150 21.565 21.524 0.4811
O 16.404 21.411 17.711 -0.9603
H 16.555 22.187 18.251 0.4811
H 16.393 21.742 16.813 0.4840
O 9.773 17.961 18.972 -0.9633
H 9.145 17.253 18.824 0.4827
H 9.235 18.707 19.235 0.4829
O 12.517 16.211 22.730 -0.9674
H 11.610 16.186 23.033 0.4853
H 12.988 15.636 23.333 0.4857
O 12.562 14.056 17.559 -0.9682
H 12.914 13.167 17.590 0.4860
H 11.849 14.010 16.922 0.4849
```

---

no.,largest force on an atom (Eh/bohr),E (eV)
1,0.0720,-19098.3393
2,0.0517,-80200.7379
3,0.0175,-49849.1696
4,0.0725,-166532.6568
5,0.1010,-24844.3889
6,0.1031,-77912.5649
7,0.1158,-106922.3396
8,0.0264,-21911.0742